ORCA calculation (wB97M-V/def2-TZVPD) on a 2-piece molecular cluster, N2O2S overall at a distorted geometry.

```
5
N2O2S | the OMol25 dataset | wB97M-V/def2-TZVPD
N 0.522 -0.916 1.126
N 0.334 -1.204 0.127
O -1.601 0.699 -0.258
O 0.671 1.566 -0.689
S -0.592 0.855 -1.238
```

As for the charge: 0.

=====

ORCA calculation (wB97M-V/def2-TZVPD) on a 3-piece molecular cluster, C4H16NO2 overall at a distorted geometry.

```
23
C4H16NO2 | the OMol25 dataset | wB97M-V/def2-TZVPD
C 0.518 -0.419 0.521
C 1.463 -1.061 -0.545
C 2.886 -0.925 -0.134
C 0.918 -2.513 -0.870
N -0.519 0.457 -0.213
H 0.287 -1.312 1.107
H 1.048 0.344 1.094
H 1.422 -0.471 -1.520
H 3.198 0.130 0.011
H 3.330 -1.585 0.562
H 3.530 -1.100 -1.093
H -0.091 -2.331 -1.299
H 0.844 -3.103 -0.072
H 1.604 -3.045 -1.513
H -1.472 0.185 0.393
H -0.164 1.405 -0.417
H -0.846 -0.082 -1.025
H -0.165 3.862 -1.048
H 0.278 4.114 0.239
O -0.046 3.366 -0.275
H -5.231 0.535 1.396
H -4.397 -0.514 1.960
O -4.237 0.294 1.386
```

Its multiplicity is 2. As for the expectation value of S²: 0.75. As for the charge: +2.

=====

ORCA calculation (wB97M-V/def2-TZVPD) on a 20-piece molecular cluster, C2H42O21 overall at a distorted geometry.

```
65
C2H42O21 | the OMol25 dataset | wB97M-V/def2-TZVPD
O 1.907 -9.388 -25.412
C 1.680 -8.265 -24.628
C 0.156 -8.170 -24.330
O -0.033 -7.243 -23.233
H 2.007 -7.339 -25.101
H 2.246 -8.286 -23.732
H -0.414 -8.995 -24.073
H -0.223 -7.678 -25.141
O 2.618 -4.947 -25.380
H 2.695 -4.934 -26.341
H 2.856 -5.851 -25.221
O 3.163 -8.047 -27.232
H 2.552 -8.287 -26.526
H 3.540 -8.873 -27.399
O 4.386 -9.591 -24.471
H 3.454 -9.370 -24.705
H 4.944 -9.447 -25.240
O 5.191 -6.405 -26.329
H 4.504 -7.039 -26.648
H 5.908 -6.982 -25.978
O 1.176 -11.048 -23.322
H 0.894 -10.475 -22.618
H 1.449 -10.485 -24.068
O 0.524 -3.839 -22.464
H 0.289 -4.275 -23.306
H 0.498 -2.862 -22.716
O -2.413 -7.674 -26.312
H -2.451 -7.916 -25.378
H -1.542 -7.873 -26.676
O -1.749 -11.062 -24.051
H -0.825 -10.836 -24.137
H -1.832 -11.863 -23.578
O 0.363 -6.406 -27.079
H -0.147 -6.876 -27.703
H 0.116 -6.809 -26.251
O -0.157 -5.180 -24.668
H 0.592 -5.136 -25.287
H -0.143 -6.048 -24.189
O -2.145 -9.824 -21.728
H -1.723 -10.292 -21.081
H -1.857 -10.171 -22.597
O 1.662 -12.139 -25.741
H 1.727 -11.154 -25.762
H 0.735 -12.370 -26.029
O 1.143 -8.886 -21.387
H 2.032 -8.739 -21.657
H 0.631 -8.483 -22.118
O 4.454 -6.560 -23.461
H 4.810 -6.987 -24.215
H 5.167 -5.983 -23.069
O -2.744 -7.701 -23.375
H -2.695 -8.455 -22.776
H -1.795 -7.549 -23.530
O -0.306 -6.076 -20.994
H -1.148 -6.379 -20.695
H -0.382 -6.482 -21.851
O -0.124 -9.555 -27.009
H 0.628 -9.504 -26.422
H 0.195 -9.516 -27.925
O 2.021 -5.958 -22.497
H 1.304 -6.587 -22.786
H 2.859 -6.221 -22.969
O 3.807 -8.633 -21.804
H 4.201 -7.797 -21.606
H 4.084 -8.909 -22.727
```

As for the charge: -2.

=====

ORCA calculation (wB97M-V/def2-TZVPD) on C33H33N3NiPSe2 as an isolated structure.

```
73
C33H33N3NiPSe2 | the OMol25 dataset | wB97M-V/def2-TZVPD
Ni -0.601 0.965 -0.499
C -3.434 -1.752 -0.014
Se -2.997 -0.003 -0.726
C -3.538 1.054 0.826
C -3.486 2.538 0.501
Se -1.810 3.120 -0.360
C -1.048 4.159 1.080
H -2.850 -1.950 0.883
H -3.189 -2.480 -0.782
H -4.500 -1.777 0.190
H -2.867 0.798 1.639
H -4.554 0.762 1.090
H -3.583 3.125 1.411
H -4.279 2.825 -0.182
H -1.770 4.915 1.375
H -0.156 4.635 0.681
H -0.781 3.516 1.915
C -0.454 -3.844 1.434
C -0.919 -3.199 2.570
C -0.706 -1.835 2.739
C -0.019 -1.093 1.778
C 0.446 -1.757 0.638
C 0.232 -3.120 0.469
P 0.020 0.756 1.911
C 0.028 1.020 3.712
C 0.997 0.401 4.507
C 1.039 0.649 5.870
C 0.112 1.508 6.453
C -0.861 2.113 5.674
C -0.901 1.869 4.305
C 1.574 1.294 1.187
C 2.782 1.634 1.793
C 3.831 2.042 0.982
C 3.664 2.096 -0.399
C 2.440 1.784 -0.985
C 1.351 1.412 -0.199
H -0.614 -4.907 1.307
H -1.447 -3.759 3.333
H -1.076 -1.346 3.633
H 1.032 -1.227 -0.102
H 0.622 -3.622 -0.407
H 1.706 -0.285 4.057
H 1.796 0.171 6.480
H 0.149 1.699 7.518
H -1.591 2.771 6.129
H -1.670 2.340 3.700
H 2.913 1.583 2.867
H 4.782 2.313 1.424
H 4.495 2.401 -1.026
H 2.348 1.851 -2.066
C 0.149 2.169 -4.593
C -0.080 2.127 -3.235
N -0.457 1.004 -2.608
C -0.566 -0.112 -3.322
C -0.295 -0.184 -4.682
C 0.033 0.998 -5.328
C -0.361 -1.470 -5.411
C 0.228 -2.622 -5.097
C 1.194 -2.919 -4.011
C 1.578 -4.235 -3.787
C 2.519 -4.468 -2.799
N 3.057 -3.485 -2.080
C 2.626 -2.258 -2.372
N 1.723 -1.924 -3.289
H 0.426 3.102 -5.065
H 0.027 3.009 -2.621
H -0.862 -1.007 -2.786
H 0.234 0.995 -6.393
H -0.950 -1.451 -6.324
H 0.035 -3.466 -5.753
H 1.165 -5.046 -4.375
H 2.857 -5.475 -2.576
H 3.061 -1.441 -1.803
```

Its multiplicity is 3. As for the expectation value of S²: 2.01. As for the charge: +1.

=====

ORCA calculation (wB97M-V/def2-TZVPD) on a single C3H5BrS molecule at a distorted geometry.

```
10
C3H5BrS | the OMol25 dataset | wB97M-V/def2-TZVPD
C 0.154 0.333 1.195
C -0.417 0.310 -0.163
C 0.316 -0.363 -1.229
S -0.603 -1.254 1.852
Br -2.000 1.144 -0.470
H 1.233 0.357 1.442
H -0.302 1.015 1.778
H -0.302 -0.352 -2.094
H 0.660 -1.434 -1.086
H 1.262 0.244 -1.225
```

As for the charge: 0.

=====

ORCA calculation (wB97M-V/def2-TZVPD) on a 2-piece molecular cluster, CH2N2OS overall at a distorted geometry.

```
7
CH2N2OS | the OMol25 dataset | wB97M-V/def2-TZVPD
C 1.611 0.059 -0.056
N -2.185 1.060 -0.184
N 0.718 -0.662 -0.325
O -1.936 0.025 -0.731
S 2.564 1.252 0.146
H -1.166 1.485 0.130
H -0.133 -1.128 -0.491
```

As for the charge: 0.

=====

ORCA calculation (wB97M-V/def2-TZVPD) on a 7-piece molecular cluster, C45H83B3INO15S2 overall at a distorted geometry.

```
150
C45H83B3INO15S2 | the OMol25 dataset | wB97M-V/def2-TZVPD
C 1.454 -0.658 7.092
C 0.771 -0.282 5.896
B 0.390 -0.156 4.267
O 1.462 0.167 3.261
B 1.310 -0.957 2.270
C 2.519 -2.068 2.177
C 3.958 -1.487 1.650
C 4.629 -0.326 2.594
S 4.931 1.170 1.476
C 5.420 2.682 2.475
S 4.692 4.195 2.154
N 6.443 2.490 3.572
C 7.607 3.450 3.470
C 9.022 2.870 2.796
C 10.368 3.835 2.584
C 10.370 5.435 3.009
C 8.961 6.003 3.708
C 7.621 5.027 3.916
C 5.812 2.469 4.947
C 5.964 1.047 5.800
C 5.276 0.888 7.289
C 4.430 2.107 7.992
C 4.264 3.540 7.170
C 4.964 3.679 5.657
O 0.044 -0.965 1.505
B -0.872 -0.059 2.284
C -1.673 1.227 1.643
C -3.278 0.996 1.397
C -3.508 0.948 -0.258
I -4.258 2.897 2.033
O -0.972 -0.396 3.748
H 2.199 -0.721 8.023
H 2.169 -2.900 1.401
H 2.638 -2.621 3.214
H 3.863 -1.148 0.533
H 4.716 -2.409 1.647
H 4.042 -0.079 3.575
H 5.695 -0.732 2.946
H 9.088 1.753 2.451
H 11.335 3.386 2.084
H 11.318 6.119 2.825
H 8.978 7.144 4.001
H 6.674 5.525 4.391
H 6.550 0.134 5.313
H 5.370 -0.136 7.850
H 3.917 2.015 9.048
H 3.657 4.441 7.659
H 4.789 4.695 5.103
H -1.075 1.572 0.690
H -1.580 2.110 2.440
H -3.741 0.074 1.951
H -3.805 2.032 -0.656
H -4.440 0.264 -0.500
H -2.542 0.640 -0.845
C -7.117 -0.506 7.514
O -6.232 0.513 7.062
C -5.005 -0.017 6.551
C -5.009 -0.052 5.019
O -5.978 -0.981 4.523
C -7.169 -0.336 4.085
H -8.110 -0.066 7.639
H -7.192 -1.332 6.800
H -6.773 -0.888 8.480
H -4.807 -1.012 6.967
H -4.205 0.648 6.884
H -4.030 -0.397 4.673
H -5.178 0.948 4.601
H -6.995 0.134 3.112
H -7.515 0.416 4.799
H -7.949 -1.094 3.975
C -0.237 -2.165 -1.371
O -1.559 -1.991 -1.869
C -1.607 -2.001 -3.299
C -2.081 -3.358 -3.831
O -1.128 -4.387 -3.547
C -1.506 -5.177 -2.424
H -0.303 -2.409 -0.306
H 0.291 -2.977 -1.880
H 0.324 -1.233 -1.487
H -0.634 -1.728 -3.725
H -2.327 -1.236 -3.601
H -2.169 -3.297 -4.920
H -3.068 -3.617 -3.429
H -2.300 -5.872 -2.714
H -1.845 -4.562 -1.585
H -0.635 -5.753 -2.101
C -4.328 -7.032 -5.651
O -4.876 -7.090 -4.339
C -5.330 -5.812 -3.881
C -6.851 -5.684 -4.011
O -7.257 -5.682 -5.384
C -7.758 -6.948 -5.799
H -4.249 -8.054 -6.034
H -4.959 -6.455 -6.335
H -3.329 -6.588 -5.613
H -4.819 -5.002 -4.415
H -5.061 -5.736 -2.825
H -7.161 -4.723 -3.587
H -7.364 -6.476 -3.453
H -8.772 -7.087 -5.410
H -7.121 -7.772 -5.465
H -7.796 -6.960 -6.891
C -0.735 -9.388 -7.466
O -2.057 -9.214 -7.965
C -2.105 -9.224 -9.395
C -2.578 -10.581 -9.926
O -1.626 -11.611 -9.642
C -2.004 -12.400 -8.520
H -0.801 -9.633 -6.402
H -0.206 -10.200 -7.975
H -0.173 -8.456 -7.583
H -1.132 -8.952 -9.821
H -2.825 -8.460 -9.697
H -2.667 -10.521 -11.016
H -3.565 -10.841 -9.524
H -2.798 -13.095 -8.810
H -2.343 -11.786 -7.681
H -1.133 -12.976 -8.197
C 1.199 5.191 0.713
O -0.212 5.363 0.794
C -0.667 5.501 2.143
C -0.932 6.969 2.493
O 0.280 7.729 2.497
C 0.444 8.488 1.304
H 1.504 5.355 -0.324
H 1.737 5.901 1.348
H 1.461 4.169 1.003
H 0.046 5.051 2.844
H -1.606 4.947 2.223
H -1.344 7.020 3.507
H -1.668 7.411 1.811
H -0.208 9.367 1.335
H 0.224 7.900 0.409
H 1.483 8.823 1.251
C 4.860 9.739 -3.657
O 4.887 8.444 -3.067
C 4.553 8.471 -1.676
C 3.101 8.042 -1.444
O 2.184 8.988 -2.001
C 1.660 8.560 -3.253
H 4.861 9.619 -4.744
H 3.966 10.302 -3.372
H 5.754 10.296 -3.360
H 4.744 9.463 -1.249
H 5.214 7.760 -1.174
H 2.912 8.010 -0.366
H 2.917 7.037 -1.845
H 0.900 7.790 -3.089
H 2.441 8.170 -3.913
H 1.192 9.419 -3.741
```

As for the charge: 0.

=====

ORCA calculation (wB97M-V/def2-TZVPD) on a 2-piece molecular cluster, C5H8F2N2 overall at a distorted geometry.

```
17
C5H8F2N2 | the OMol25 dataset | wB97M-V/def2-TZVPD
C -1.968 -1.096 0.405
C 2.376 1.512 0.883
C 2.001 -0.399 -1.020
C -2.049 0.158 0.128
C 2.307 0.295 0.310
N -1.947 -2.200 0.791
N -3.126 0.958 -0.279
F -3.772 0.271 -1.364
F -4.243 0.880 0.581
H 2.783 1.660 1.838
H 2.042 2.406 0.382
H -1.686 -3.139 0.523
H 2.080 0.345 -1.785
H 2.755 -1.309 -1.144
H 1.040 -0.717 -1.175
H -1.184 0.787 -0.038
H 2.593 -0.412 0.966
```

As for the charge: 0.

=====

ORCA calculation (wB97M-V/def2-TZVPD) on a 7-piece molecular cluster, C10H28F7N13O9S overall at a distorted geometry.

```
68
C10H28F7N13O9S | the OMol25 dataset | wB97M-V/def2-TZVPD
O -1.431 4.443 -1.385
S -0.712 4.488 -2.602
O 0.404 5.359 -2.631
F -1.640 4.892 -3.750
N -0.190 2.992 -3.086
C 0.933 2.504 -2.268
C 1.994 1.790 -3.102
O 1.534 0.628 -3.741
C 3.135 1.341 -2.164
F 3.292 2.180 -1.144
F 4.257 1.194 -2.861
F 2.782 0.137 -1.688
C -1.231 2.026 -3.348
F -1.264 1.764 -4.674
F -1.060 0.884 -2.707
F -2.453 2.497 -3.036
H 1.450 3.375 -1.872
H 0.622 1.939 -1.394
H 2.402 2.459 -3.860
H 1.153 0.846 -4.594
C 4.214 -0.695 2.035
O 4.237 -1.857 1.654
N 3.770 0.316 1.241
N 4.617 -0.329 3.290
H 3.748 1.271 1.542
H 3.456 0.097 0.317
H 4.941 -1.057 3.897
H 4.599 0.614 3.625
C 0.133 -1.994 1.460
O 0.106 -0.772 1.392
N 1.273 -2.705 1.641
N -1.016 -2.745 1.348
H 1.306 -3.710 1.700
H 2.130 -2.179 1.701
H -1.874 -2.251 1.205
H -1.030 -3.748 1.384
C -0.138 -5.724 3.909
O 0.753 -5.685 3.068
N -1.138 -4.806 3.944
N -0.190 -6.694 4.871
H -1.890 -4.801 4.612
H -1.106 -4.087 3.248
H 0.536 -7.385 4.867
H -0.909 -6.744 5.567
C 3.817 6.353 -2.130
O 3.889 5.611 -3.095
N 2.651 6.953 -1.749
N 4.905 6.639 -1.346
H 2.571 7.559 -0.956
H 1.836 6.760 -2.303
H 5.776 6.213 -1.600
H 4.871 7.244 -0.549
C -4.599 -3.569 3.614
O -3.895 -3.741 4.597
N -4.301 -2.634 2.664
N -5.736 -4.292 3.389
H -4.859 -2.470 1.847
H -3.476 -2.084 2.812
H -5.981 -4.984 4.071
H -6.325 -4.164 2.589
C -4.596 -1.017 -2.060
O -4.922 -1.797 -1.182
N -4.007 -1.426 -3.225
N -4.792 0.332 -1.949
H -3.732 -0.802 -3.958
H -3.848 -2.409 -3.336
H -5.219 0.663 -1.105
H -4.533 0.995 -2.654
```

As for the charge: 0.

=====

ORCA calculation (wB97M-V/def2-TZVPD) on a 2-piece molecular cluster, FH3P2S2 overall at a distorted geometry.

```
8
FH3P2S2 | the OMol25 dataset | wB97M-V/def2-TZVPD
F -0.736 0.353 -0.583
P -1.097 -0.993 0.200
P 1.944 0.368 0.686
S 2.423 -1.420 0.157
S 2.838 1.813 -0.573
H -2.089 -0.429 0.891
H -0.178 -0.713 1.372
H 2.717 1.112 -1.724
```

As for the charge: 0.

=====

ORCA calculation (wB97M-V/def2-TZVPD) on C13H6F6ReSbSe5 as an isolated structure.

```
32
C13H6F6ReSbSe5 | the OMol25 dataset | wB97M-V/def2-TZVPD
Re 0.723 0.040 1.560
Se -3.600 -2.006 1.694
Sb -2.728 -3.339 3.333
Se -0.324 0.160 3.470
Se 0.824 -2.017 0.779
Se -1.594 -4.517 4.892
F 4.542 -0.337 -3.683
C 4.151 -0.053 -2.466
C 3.410 1.099 -2.233
F 3.104 1.904 -3.233
C 2.995 1.388 -0.945
F 2.288 2.494 -0.727
C 3.307 0.537 0.113
Se 2.836 1.001 1.907
C 4.058 -0.610 -0.142
F 4.341 -1.438 0.855
C 4.477 -0.914 -1.419
F 5.172 -2.008 -1.657
F -5.760 -0.214 -0.533
C -4.481 0.104 -0.346
C -3.511 -0.540 -1.101
C -2.181 -0.197 -0.901
C -1.825 0.768 0.037
C -0.390 1.170 0.209
C -2.824 1.392 0.783
C -4.158 1.069 0.599
H -3.807 -1.266 -1.847
H -1.418 -0.680 -1.501
H -0.289 2.196 0.578
H 0.171 1.090 -0.728
H -2.563 2.159 1.504
H -4.948 1.564 1.149
```

As for the charge: +2.

=====

Which total energy belongs to each record? In order, -658.1830; -366.3852; -1681.4049; -8093.8677; -3089.4048; -622.1212; -4115.4916; -504.2922; -2884.3586; -1580.7342; -13423.1734 Ha.